8
Properties=species:S:1:pos:R:3:forces:R:3 method="wB97M-V/def2-TZVPD" gap_ev="8.9866 / 8.1965" e_above_lowest_kj_mol=411.7 total_charge=0 energy_ha=-3211.91334 lumo_energy_ev="0.026 / -0.779"
C -0.0785 0.1914 -0.4904 -2.331 0.332 2.015
C -1.3747 2.9252 1.5421 0.526 0.001 1.402
F -0.4577 3.4707 2.4242 -1.580 -0.616 -1.458
Cl -2.7305 2.1616 2.3414 0.877 0.559 -0.359
Br -1.7308 3.8912 -0.0220 0.188 0.046 0.390
H 0.7538 0.6682 -0.0058 -0.265 0.060 0.613
H -1.1778 0.1359 -0.1639 2.168 0.261 0.017
H 0.0483 0.0068 -1.4839 0.417 -0.642 -2.620

---

56
Properties=species:S:1:pos:R:3:forces:R:3 method="wB97M-V/def2-TZVPD" gap_ev="3.4810 / 5.8844" e_above_lowest_kj_mol=0.0 total_charge=-2 energy_ha=-2661.98639 multiplicity=2 lumo_energy_ev="4.092 / 4.055"
Rb -0.0227 0.5611 0.6305 -0.037 -0.007 -0.102
C -1.1726 -4.8930 3.9281 0.003 -0.012 0.026
C -1.8696 -3.8701 3.0492 -0.005 -0.010 0.016
O -1.1803 -3.6341 1.8331 0.010 0.013 -0.020
P 0.1699 -2.6856 1.7182 0.012 -0.024 -0.115
S 0.2196 -1.5138 3.4433 0.001 -0.002 -0.008
S 0.3510 -2.6317 -0.6741 0.016 0.067 0.183
O 1.3646 -3.7959 2.1207 -0.005 0.046 -0.048
C 1.8676 -4.7631 1.2018 -0.022 0.006 0.012
C 0.9067 -5.9108 0.9582 0.006 -0.020 0.003
H -1.7546 -5.0570 4.8408 -0.003 0.007 -0.004
H -0.1832 -4.5292 4.2038 -0.006 0.007 -0.002
H -1.0650 -5.8462 3.4071 -0.005 -0.002 -0.007
H -1.9811 -2.9312 3.5974 0.005 -0.006 -0.003
H -2.8623 -4.2273 2.7579 0.003 -0.004 -0.005
H 2.7949 -5.1316 1.6553 -0.006 -0.003 0.008
H 2.0965 -4.2822 0.2473 0.004 0.007 0.000
H 0.6392 -6.4041 1.8952 0.004 0.001 -0.001
H 1.3761 -6.6449 0.2957 -0.001 0.004 0.001
H 0.0027 -5.5364 0.4797 -0.002 0.007 -0.003
C -2.2450 -1.8017 -4.1938 0.003 -0.005 0.009
N -2.8968 -0.7354 -3.4404 -0.007 0.026 -0.001
C -3.2238 0.3554 -4.3486 0.016 0.002 0.001
N -2.0831 0.8732 -5.1069 -0.006 -0.011 0.010
C -1.4617 -0.2494 -5.8045 0.003 0.009 -0.006
N -1.0713 -1.3656 -4.9529 -0.008 -0.004 -0.006
C 0.0164 -0.9814 -4.0396 0.010 -0.001 0.004
P -0.4001 0.4262 -2.8957 0.016 -0.012 -0.001
C -2.0358 -0.2739 -2.3419 -0.032 -0.008 0.032
C -1.1213 1.5353 -4.2095 -0.017 -0.010 -0.013
H -2.9731 -2.2074 -4.9049 0.004 -0.001 -0.004
H -1.9410 -2.5874 -3.4999 -0.002 0.001 -0.003
H -3.6673 1.1739 -3.7779 0.004 0.001 0.003
H -3.9625 -0.0115 -5.0695 0.002 -0.003 0.000
H -0.5784 0.1135 -6.3379 0.001 0.000 0.000
H -2.1833 -0.6230 -6.5395 0.001 -0.002 0.001
H 0.8966 -0.7163 -4.6342 -0.001 0.007 0.002
H 0.2858 -1.8362 -3.4126 -0.002 0.004 0.006
H -2.5622 0.4961 -1.7720 0.008 0.014 -0.012
H -1.8201 -1.1155 -1.6774 0.014 -0.003 -0.007
H -0.3104 1.9502 -4.8163 0.007 -0.006 0.000
H -1.6158 2.3778 -3.7191 0.001 -0.004 0.008
C 3.6959 -0.2043 3.0253 0.022 -0.001 0.007
C 3.1590 -0.2442 1.6147 -0.007 0.034 -0.066
N 3.0915 -1.4606 1.0328 -0.087 -0.030 0.024
O 2.8173 0.7911 1.0460 0.064 -0.006 0.023
H 4.1590 -1.1424 3.3268 0.017 -0.006 -0.013
H 2.8472 -0.0192 3.6840 -0.021 -0.010 0.008
H 4.4083 0.6158 3.1107 -0.012 0.002 0.003
H 3.0350 -2.2457 1.6674 0.008 -0.028 -0.007
H 2.4651 -1.5742 0.2263 0.043 0.016 0.018
N -4.9367 5.6455 -1.2017 0.001 -0.003 -0.004
C -3.8788 5.1990 -1.3909 0.004 0.003 0.012
N -2.6619 4.7982 -1.6834 -0.008 -0.030 -0.082
C -2.1606 3.7275 -1.1323 0.042 0.066 0.115
N -1.6055 2.8020 -0.6897 -0.056 -0.071 0.011

---

16
Properties=species:S:1:pos:R:3:forces:R:3 method="wB97M-V/def2-TZVPD" gap_ev="6.8653 / 7.9401" e_above_lowest_kj_mol=565.3 total_charge=0 energy_ha=-325.72224 lumo_energy_ev="-1.203 / -0.667"
C -1.1209 -0.3420 -0.5650 -0.449 -0.202 0.371
C -0.2484 -0.6377 0.6474 0.170 0.039 -0.039
C 0.3012 0.7572 0.9552 0.056 0.073 0.035
C 0.7718 1.2374 -0.3940 0.007 0.412 0.339
O 1.0179 -0.0483 -2.0912 -0.143 -0.438 -0.173
C -0.8096 -1.3651 1.8035 -0.395 -0.530 0.721
N -1.1828 -1.9929 2.7019 0.259 0.677 -0.851
H 0.0516 -0.2134 -1.7148 0.432 0.087 -0.176
H -1.8205 0.4769 -0.3721 0.170 -0.101 -0.068
H -1.6722 -1.2017 -0.9612 0.184 0.097 -0.042
H 0.6091 -1.2478 0.3338 -0.108 0.019 0.093
H -0.5190 1.3950 1.3037 0.138 -0.118 -0.015
H 1.1029 0.7694 1.7006 -0.068 -0.049 -0.133
H 1.8444 1.2781 -0.5464 -0.182 -0.015 -0.014
H 0.2259 2.0100 -0.9220 0.012 -0.154 0.093
H 1.5302 -0.8472 -1.8813 -0.083 0.202 -0.142